Below is a molecular structure, C29H43N8O4Pb, with properties calculated with ωB97M-V with the def2-TZVPD basis set.

Each line ends with the Löwdin charge.
Geometry (Å):
Pb: 0.059 0.028 -0.088  1.536
C: -3.837 -0.779 -2.631  -0.070
C: -4.400 -0.932 -1.212  -0.175
C: -4.636 0.388 -0.511  -0.137
C: -5.484 1.329 -1.034  -0.031
C: -5.721 2.537 -0.367  -0.012
C: -5.098 2.817 0.850  -0.011
C: -4.254 1.910 1.448  -0.123
C: -3.549 2.268 2.736  -0.164
C: -2.324 3.159 2.488  -0.067
C: -4.027 0.658 0.769  -0.155
N: -3.221 -0.264 1.276  0.183
C: -2.837 -0.789 2.396  -0.023
C: -1.521 -1.042 2.795  -0.318
C: -1.167 -1.683 3.992  -0.001
C: 0.217 -1.627 4.092  -0.046
C: 0.641 -0.925 2.958  -0.202
N: -0.385 -0.559 2.170  -0.102
H: -3.664 -1.759 -3.089  0.053
H: -2.881 -0.244 -2.618  0.073
H: -4.534 -0.249 -3.283  0.079
H: -3.721 -1.537 -0.617  0.076
H: -5.352 -1.467 -1.261  0.134
H: -6.011 1.121 -1.960  0.128
H: -6.411 3.257 -0.793  0.124
H: -5.300 3.759 1.350  0.135
H: -3.233 1.381 3.277  0.094
H: -4.255 2.792 3.380  0.129
H: -1.604 2.660 1.830  0.043
H: -1.829 3.395 3.432  0.086
H: -2.617 4.099 2.016  0.082
H: -3.619 -1.155 3.064  0.167
H: -1.862 -2.136 4.690  0.129
H: 0.845 -1.997 4.892  0.114
H: 1.664 -0.627 2.727  0.098
C: 1.738 2.230 2.384  -0.069
O: 1.729 1.894 0.985  -0.334
C: 3.001 2.180 0.403  -0.190
C: 2.975 1.876 -1.053  -0.185
O: 2.739 0.475 -1.228  -0.360
C: 2.689 0.130 -2.615  -0.076
H: 1.873 3.305 2.506  0.107
H: 2.549 1.711 2.900  0.099
H: 0.782 1.934 2.805  0.075
H: 3.775 1.585 0.899  0.142
H: 3.241 3.236 0.547  0.149
H: 3.937 2.156 -1.489  0.149
H: 2.187 2.451 -1.554  0.141
H: 1.883 0.671 -3.120  0.104
H: 2.489 -0.937 -2.686  0.065
H: 3.636 0.362 -3.108  0.111
N: -2.865 5.814 -2.553  0.215
C: -2.821 4.497 -2.383  -0.466
N: -3.600 3.710 -3.132  0.214
N: -2.003 4.027 -1.456  0.152
C: -1.739 2.834 -1.097  -0.316
N: -1.415 1.787 -0.682  0.013
H: -3.435 6.251 -3.257  0.133
H: -2.280 6.397 -1.979  0.135
H: -4.193 4.082 -3.854  0.131
H: -3.544 2.712 -3.032  0.105
N: 2.751 -1.920 0.043  0.233
C: 2.682 -3.162 -0.388  -0.238
C: 3.219 -3.504 -1.678  0.027
C: 3.231 -4.807 -2.056  -0.019
C: 2.690 -5.797 -1.199  0.031
C: 2.109 -5.462 0.050  -0.022
C: 2.090 -4.168 0.460  0.034
H: 3.271 -1.212 -0.479  0.115
H: 2.649 -1.762 1.041  0.120
H: 3.656 -2.733 -2.303  0.124
H: 3.681 -5.093 -2.999  0.133
H: 2.728 -6.837 -1.503  0.132
H: 1.703 -6.239 0.686  0.131
H: 1.666 -3.881 1.420  0.133
N: -1.806 -3.900 -3.509  0.199
C: -2.034 -3.685 -2.039  -0.037
C: -1.178 -2.474 -1.655  -0.696
O: -1.350 -2.007 -0.508  -0.152
O: -0.389 -2.075 -2.551  -0.050
H: -2.611 -3.649 -4.078  0.164
H: -1.532 -4.846 -3.753  0.171
H: -1.033 -3.221 -3.676  0.129
H: -1.706 -4.557 -1.482  0.142
H: -3.083 -3.506 -1.828  0.125

electronic energy	-56105.190	eV
ΔE to the lowest compared entry with this formula, charge and spin	0.848	eV
total charge	+3
HOMO level (spin up / spin down)	-15.31 / -15.14	eV